# 1
17
Properties=species:S:1:pos:R:3:forces:R:3 method="wB97M-V/def2-TZVPD" de_lowest_kcal_mol=144.8 energy_ha=-400.9460 homo_lumo_gap_ev=6.853 molar_mass_g_mol=115.13 e_lumo_ev=-1.014
C -0.66271 -0.99384 -1.47418 1.04 -1.28 0.38
C 0.50279 -0.45998 1.04216 -2.19 1.29 -0.74
C 1.84533 0.00320 0.58096 0.00 0.39 -0.18
C -1.02438 0.00148 -0.04021 1.69 -1.86 1.43
O 0.04495 -1.95615 -0.97327 -0.81 0.58 -1.04
O -2.17694 -0.44937 0.55536 -0.41 -0.56 -0.13
N -0.20677 2.29474 -0.64212 -1.95 -1.26 -0.03
C -0.83310 1.29919 -0.31690 2.26 2.45 -0.18
H -2.14397 -0.36423 1.51637 0.22 0.07 -0.12
H -0.65031 3.20969 -0.67461 0.53 0.01 0.08
H -1.67504 -1.23803 -1.85185 -0.17 0.20 0.37
H -0.16988 -0.30652 -2.19064 0.06 0.18 0.17
H 0.39759 -1.54080 1.10247 -0.31 0.27 -0.17
H 0.13775 0.08715 1.91354 0.22 -0.19 0.28
H 2.14164 -0.48651 -0.33971 0.05 -0.23 0.01
H 2.58265 -0.17894 1.36930 -0.07 -0.26 -0.06
H 1.89041 1.07892 0.42331 -0.16 0.19 -0.07

=====

# 2
9
Properties=species:S:1:pos:R:3:forces:R:3 method="wB97M-V/def2-TZVPD" de_lowest_kcal_mol=68.3 energy_ha=-722.8448 homo_lumo_gap_ev=10.361 smiles="COC1(Cl)N=N1" molar_mass_g_mol=106.51 e_lumo_ev=-0.046
C -1.13751 -0.38288 -0.49655 -0.60 2.77 2.10
O -0.48635 0.23192 0.69529 -1.38 0.67 -0.29
C 0.81530 0.35815 0.60842 1.55 -2.28 -0.60
Cl 1.62816 -1.33861 0.67984 -0.28 1.16 0.17
N 1.66237 1.46684 0.91720 -0.70 -0.11 0.37
N 1.48059 1.21729 -0.28152 0.38 0.52 -0.57
H -1.65715 0.35376 -1.10461 0.51 0.30 -0.06
H -1.86674 -0.96387 -0.04541 -1.36 -1.41 0.61
H -0.43867 -0.94260 -0.97266 1.87 -1.61 -1.72